DFT (ωB97M-V/def2-TZVPD) results for C14H10BCdN6S2 as an isolated structure.

Element x y z (Å)
Cd -0.917 0.781 0.601
B 0.832 0.029 3.816
N -0.692 -0.255 3.602
C -1.360 -1.060 4.438
C -2.701 -1.058 4.095
C -2.764 -0.211 2.994
N -1.551 0.276 2.716
N 1.593 0.660 2.606
C 2.928 0.761 2.608
C 3.331 1.393 1.444
C 2.142 1.641 0.762
N 1.106 1.205 1.481
H 0.937 0.786 4.755
H 1.351 -1.038 4.037
H -0.850 -1.572 5.237
H -3.501 -1.601 4.566
H -3.614 0.071 2.394
H 3.510 0.387 3.433
H 4.337 1.623 1.138
H 1.976 2.113 -0.193
S -1.021 2.089 -1.516
C -0.757 0.745 -2.604
C -0.521 1.091 -3.938
C -0.290 0.152 -4.932
C -0.036 0.569 -6.272
N 0.176 0.904 -7.352
C -0.287 -1.212 -4.590
C -0.516 -1.571 -3.271
C -0.763 -0.635 -2.260
S -1.062 -1.306 -0.675
C -0.071 -2.223 -5.572
N 0.084 -3.057 -6.350
H -0.520 2.140 -4.203
H -0.507 -2.616 -2.994

- Total charge: -1
- LUMO level: 2.71 eV
- 2S+1: 1
- HOMO-LUMO gap: 7.53 eV
- Max |F|: 0.008 Eh/bohr

The molecule's Löwdin atomic charges, reported in e, are given here: 0.999, -0.422, -0.091, -0.109, -0.076, -0.183, -0.087, -0.094, -0.112, -0.075, -0.179, -0.086, 0.061, 0.066, 0.117, 0.085, 0.097, 0.117, 0.084, 0.083, 0.398, -0.745, -0.099, -0.209, -0.195, 0.146, -0.207, -0.097, -0.747, 0.407, -0.194, 0.147, 0.101, 0.101

DFT (ωB97M-V/def2-TZVPD) results for C14H10BCl48FGaN2O as an isolated structure in a non-equilibrium geometry.

Element x y z (Å)
C -1.210 -1.691 -0.469
C -2.601 -1.449 -1.305
F -2.667 -2.235 -2.593
Ga -4.169 -2.065 -0.036
N -5.047 -3.687 -0.707
B -5.483 -0.460 0.052
N -5.121 0.664 1.044
O -6.658 -0.443 -0.841
H -1.498 -2.268 0.535
H -0.436 -2.359 -1.039
H -0.655 -0.683 -0.155
H -2.734 -0.308 -1.630
H -3.574 -2.265 1.465
H -5.729 -3.348 -1.450
H -5.592 -4.109 0.089
H -4.562 1.338 0.439
H -4.392 0.249 1.680
H -6.251 -0.430 -1.779
C -5.358 3.021 -2.232
Cl -6.273 2.357 -3.610
Cl -3.900 2.035 -1.957
Cl -4.882 4.700 -2.589
Cl -6.379 2.991 -0.772
C -6.558 6.725 -6.197
Cl -4.935 7.437 -6.015
Cl -6.912 6.488 -7.927
Cl -6.616 5.154 -5.358
Cl -7.771 7.822 -5.488
C -0.771 8.527 -4.845
Cl -0.650 8.385 -3.073
Cl -2.338 7.876 -5.387
Cl -0.646 10.242 -5.314
Cl 0.551 7.606 -5.606
C 2.229 0.718 -1.391
Cl 0.890 1.605 -2.162
Cl 1.852 0.452 0.330
Cl 2.445 -0.854 -2.201
Cl 3.730 1.669 -1.529
C 1.329 -1.769 3.599
Cl 1.450 -1.910 5.371
Cl -0.238 -2.420 3.057
Cl 1.454 -0.054 3.130
Cl 2.651 -2.690 2.838
C 0.429 -6.611 3.438
Cl -0.764 -6.857 2.138
Cl 1.320 -5.095 3.148
Cl -0.412 -6.514 5.006
Cl 1.573 -7.976 3.462
C 4.929 -2.367 -5.074
Cl 4.955 -0.952 -3.991
Cl 3.827 -2.051 -6.438
Cl 6.571 -2.669 -5.696
Cl 4.364 -3.795 -4.172
C -5.271 -0.029 4.950
Cl -5.150 -0.171 6.722
Cl -6.838 -0.680 4.408
Cl -5.146 1.685 4.482
Cl -3.949 -0.951 4.189
C 5.829 5.055 -1.396
Cl 5.312 5.460 -3.052
Cl 7.370 5.876 -1.038
Cl 4.587 5.593 -0.238
Cl 6.049 3.293 -1.256
C 4.629 -7.183 6.637
Cl 3.436 -7.429 5.337
Cl 5.520 -5.667 6.347
Cl 3.788 -7.086 8.205
Cl 5.773 -8.549 6.660
C 6.129 4.403 -7.052
Cl 5.904 3.405 -5.593
Cl 5.117 5.864 -6.935
Cl 7.841 4.876 -7.190
Cl 5.655 3.466 -8.492
C 6.129 -5.382 10.902
Cl 4.790 -4.495 10.131
Cl 5.752 -5.648 12.623
Cl 6.345 -6.954 10.092
Cl 7.630 -4.431 10.763

- Total charge: -1
- LUMO level: 1.04 eV
- 2S+1: 1
- HOMO-LUMO gap: 4.73 eV
- Max |F|: 0.058 Eh/bohr

The molecule's Löwdin atomic charges, reported in e, are given here: -0.175, -0.338, -0.216, 0.355, -0.185, -0.615, 0.008, -0.085, -0.009, 0.070, 0.037, 0.033, -0.060, -0.029, -0.043, -0.008, -0.015, 0.088, -1.961, 0.509, 0.581, 0.484, 0.579, -1.980, 0.452, 0.512, 0.485, 0.515, -1.994, 0.517, 0.454, 0.508, 0.511, -1.962, 0.528, 0.479, 0.490, 0.453, -1.968, 0.519, 0.522, 0.488, 0.481, -1.964, 0.541, 0.454, 0.521, 0.461, -2.006, 0.470, 0.514, 0.501, 0.515, -2.010, 0.485, 0.515, 0.502, 0.506, -1.989, 0.489, 0.513, 0.522, 0.472, -1.981, 0.464, 0.509, 0.471, 0.505, -2.010, 0.489, 0.502, 0.508, 0.512, -2.000, 0.497, 0.509, 0.485, 0.510

DFT (ωB97M-V/def2-TZVPD) results for C14H10BeF5N4OSSe as an isolated structure in a non-equilibrium geometry.

Element x y z (Å)
Be -2.266 -0.776 -0.556
C -5.021 2.011 0.389
C -3.777 1.248 -0.058
N -3.724 -0.079 0.106
N -4.977 -0.520 0.532
C -4.959 -1.801 0.924
N -6.036 -2.553 0.974
S -3.356 -2.668 0.592
C -2.541 1.776 -0.503
C -2.349 3.214 -0.697
C -1.095 3.755 -0.456
C -0.005 2.778 -0.385
C -0.218 1.387 -0.555
N -1.494 0.909 -0.640
H -4.912 3.109 0.442
H -5.146 1.790 1.484
H -5.989 1.759 -0.118
H -5.728 -0.292 -0.122
H -6.906 -2.030 0.839
H -5.983 -3.530 0.748
H -3.280 3.811 -0.684
H -0.991 4.809 -0.382
H 0.985 3.145 -0.086
H 0.713 0.526 -0.682
O -2.361 -2.281 -0.645
F 9.414 -0.837 0.541
C 8.129 -1.220 0.409
C 7.107 -0.281 0.160
F 7.471 1.048 0.158
C 5.819 -0.692 -0.259
F 4.932 0.273 -0.557
C 5.483 -2.060 -0.524
Se 3.848 -2.350 -1.349
C 6.524 -2.989 -0.129
F 6.286 -4.304 -0.234
C 7.793 -2.588 0.374
F 8.611 -3.495 0.947

- Relative energy (zero: lowest compared OMol25 entry of this formula, charge and spin): 0.386 eV
- Total charge: -1
- LUMO level (alpha / beta): 1.33 / 1.73 eV
- 2S+1: 1
- HOMO-LUMO gap (alpha / beta): 4.63 / 5.03 eV
- Max |F|: 0.106 Eh/bohr

The molecule's Löwdin atomic charges, reported in e, are given here: 0.280, -0.042, -0.266, -0.046, -0.056, -0.659, 0.042, 0.863, -0.245, -0.033, -0.067, -0.086, -0.100, 0.022, 0.065, 0.100, 0.079, 0.131, 0.096, 0.082, 0.096, 0.083, 0.090, 0.196, -0.632, 0.073, -0.168, -0.126, 0.045, -0.295, 0.009, -0.670, 0.411, -0.237, 0.046, -0.152, 0.072

DFT (ωB97M-V/def2-TZVPD) results for C14H10Br2N7O4PdS3 as an isolated structure.

Element x y z (Å)
Pd -0.757 0.037 0.082
Br 5.830 -0.862 0.361
C 3.975 -0.573 0.221
C 3.365 -0.546 -1.017
C 1.999 -0.323 -1.064
N 1.278 -0.122 0.029
C 1.868 -0.173 1.235
C 3.227 -0.394 1.373
C 0.956 -0.016 2.401
C 1.389 -0.004 3.715
C 0.428 0.088 4.709
Br 0.970 0.122 6.512
C -0.914 0.154 4.386
C -1.262 0.152 3.045
N -0.344 0.084 2.090
H 3.922 -0.709 -1.928
H 1.456 -0.305 -1.999
H 3.698 -0.448 2.340
H 2.434 -0.066 3.974
H -1.677 0.210 5.148
H -2.287 0.213 2.703
N -0.088 3.098 -1.693
C 0.966 3.184 -0.877
N 2.186 3.238 -1.471
S 0.803 3.258 0.787
H 0.026 2.835 -2.658
H -1.016 2.939 -1.293
H 2.305 3.070 -2.454
H 2.986 3.209 -0.866
O -0.013 -2.642 0.362
N -0.888 -3.511 0.594
C -0.421 -4.694 1.015
C -1.345 -5.732 1.302
N -2.075 -6.592 1.538
C 0.975 -4.904 1.197
N 2.107 -5.060 1.350
O -2.808 0.097 0.152
S -3.029 0.809 -1.183
O -2.750 2.231 -1.051
O -4.284 0.490 -1.795
S -1.419 -0.090 -2.132

- Relative energy (zero: lowest compared OMol25 entry of this formula, charge and spin): 0.729 eV
- Total charge: -1
- LUMO level: 1.00 eV
- 2S+1: 1
- HOMO-LUMO gap: 6.21 eV
- Max |F|: 0.017 Eh/bohr

The molecule's Löwdin atomic charges, reported in e, are given here: 0.749, 0.776, -0.664, -0.083, -0.102, -0.021, -0.199, -0.036, -0.199, -0.038, -0.665, 0.774, -0.076, -0.061, -0.002, 0.108, 0.093, 0.106, 0.104, 0.109, 0.124, 0.089, -1.013, 0.068, 0.544, 0.094, 0.034, 0.093, 0.075, -0.211, -0.066, -0.357, -0.239, 0.101, -0.241, 0.111, -0.521, 0.114, -0.431, -0.351, 0.311

DFT (ωB97M-V/def2-TZVPD) results for C14H10Cl3GeN3O3STi as an isolated structure in a non-equilibrium geometry.

Element x y z (Å)
Ti -0.282 -0.396 0.099
O -0.017 -0.366 1.919
C 1.001 -0.390 2.745
C 0.789 -0.405 4.128
C 1.859 -0.395 4.999
C 3.171 -0.384 4.523
C 3.386 -0.394 3.159
C 2.324 -0.403 2.255
C 2.634 -0.464 0.822
N 1.756 -0.535 -0.097
N 2.199 -0.687 -1.423
C 1.172 -0.757 -2.213
O -0.050 -0.605 -1.811
C 1.402 -1.068 -3.649
C 0.322 -1.466 -4.425
C 0.511 -1.805 -5.759
C 1.778 -1.732 -6.320
C 2.856 -1.320 -5.545
C 2.671 -0.994 -4.212
H -0.233 -0.430 4.480
H 1.676 -0.400 6.067
H 4.006 -0.370 5.211
H 4.398 -0.401 2.769
H 3.679 -0.496 0.516
H -0.660 -1.515 -3.972
H -0.331 -2.131 -6.356
H 1.928 -2.001 -7.358
H 3.844 -1.254 -5.984
H 3.499 -0.676 -3.591
Cl -3.745 -2.669 0.847
Ge -2.484 -2.416 -1.021
Cl -0.334 -2.854 0.234
Cl -2.705 -4.578 -1.767
O -2.114 0.215 -0.010
S -1.651 1.766 0.072
N -0.117 1.625 0.050

- Relative energy (zero: lowest compared OMol25 entry of this formula, charge and spin): 0.994 eV
- Total charge: -1
- LUMO level (alpha / beta): 1.90 / 1.89 eV
- 2S+1: 2
- HOMO-LUMO gap (alpha / beta): 6.02 / 7.46 eV
- Max |F|: 0.039 Eh/bohr

The molecule's Löwdin atomic charges, reported in e, are given here: 0.658, -0.222, -0.311, -0.002, -0.090, -0.109, -0.057, -0.127, -0.038, -0.116, 0.109, -0.445, -0.246, -0.136, -0.011, -0.080, -0.102, -0.092, -0.033, 0.119, 0.099, 0.091, 0.107, 0.132, 0.111, 0.100, 0.095, 0.095, 0.105, -0.119, 0.153, 0.090, -0.186, -0.804, 0.759, -0.495

DFT (ωB97M-V/def2-TZVPD) results for C14H10ClF9ORu as an isolated structure in a non-equilibrium geometry.

Element x y z (Å)
C -2.228 -0.973 -1.149
C -1.601 -1.166 -2.433
C -1.366 0.138 -3.004
H -1.349 -2.131 -2.885
C -1.816 1.125 -2.059
C -2.353 0.432 -0.924
H -2.771 0.896 -0.026
H -2.521 -1.768 -0.457
H -0.930 0.335 -3.990
H -1.762 2.211 -2.184
Ru -0.009 -0.114 -1.224
Cl 0.176 -2.162 0.276
C 2.321 0.083 -0.789
C 1.951 1.326 -1.402
C 1.464 1.044 -2.723
H 1.994 2.313 -0.923
C 1.563 -0.373 -2.942
C 2.104 -0.971 -1.751
H 2.272 -2.041 -1.582
H 2.708 -0.049 0.224
H 1.073 1.784 -3.432
H 1.251 -0.924 -3.839
F 1.406 -1.980 2.807
C 1.296 -0.663 3.008
F 1.271 -0.453 4.340
F 2.410 -0.095 2.510
C 0.003 -0.015 2.351
O 0.002 0.157 1.040
C -1.304 -0.702 2.909
F -1.406 -0.485 4.234
F -2.391 -0.185 2.309
F -1.338 -2.022 2.701
C -0.024 1.494 2.691
F -0.058 1.730 4.008
F 1.058 2.116 2.177
F -1.098 2.091 2.131

- Relative energy (zero: lowest compared OMol25 entry of this formula, charge and spin): 0.000 eV
- Total charge: -1
- LUMO level (alpha / beta): 3.22 / 2.17 eV
- 2S+1: 6
- HOMO-LUMO gap (alpha / beta): 6.72 / 6.23 eV
- Max |F|: 0.083 Eh/bohr

The molecule's Löwdin atomic charges, reported in e, are given here: -0.232, -0.232, -0.256, 0.102, -0.193, -0.176, 0.098, 0.086, 0.096, 0.098, 1.264, 0.167, -0.202, -0.169, -0.222, 0.102, -0.231, -0.243, 0.075, 0.091, 0.096, 0.100, 0.100, -0.541, 0.137, 0.136, -0.379, -0.368, -0.545, 0.139, 0.142, 0.107, -0.558, 0.138, 0.137, 0.135